DFT (ωB97M-V/def2-TZVPD) results for 2 unconnected molecules or ions with the total composition C5H15N2 in a non-equilibrium geometry.

Values from the calculation:
Total charge: +1
Energy above the lowest of the compared OMol25 structures with the same formula, charge and spin, eV: 7.054
Kohn-Sham gap, eV: 5.56
Multiplicity: 1
Strongest force on any atom, Eh/bohr: 0.07735
HOMO level, Ha: -0.519
Electronic energy, eV: -8395.6229

Each atom is followed by the atoms it is bonded to, with distances in Å.
Cartesian coordinates (Å):
1 C -0.0100 0.6086 -1.2135  N2 1.375, C4 1.522, H8 1.081, H9 1.128
2 N -0.7276 0.8952 -0.0760  C1 1.375, H10 1.036
3 C -4.1216 0.0860 0.7223  H11 1.090, H12 1.148, H13 1.172, H16 1.120
4 C 1.2777 0.3615 -0.4417  C1 1.522, N5 1.472, C7 1.567, H14 1.110
5 N 1.1270 -0.7782 0.4781  C4 1.472, C6 1.512, H15 1.023
6 C 2.0148 -1.1382 1.6483  N5 1.512, H17 1.099, H18 1.074, H19 1.087
7 C 2.4255 0.1275 -1.4819  C4 1.567, H20 1.089, H21 1.131, H22 1.165
8 H 0.2099 1.3908 -1.9263  C1 1.081
9 H -0.2958 -0.3243 -1.7795  C1 1.128
10 H -1.6957 1.1450 -0.3462  N2 1.036
11 H -4.7880 0.8492 1.1235  C3 1.090
12 H -4.5107 -0.1933 -0.3210  C3 1.148
13 H -4.1839 -0.8605 1.4109  C3 1.172
14 H 1.4747 1.2949 0.1265  C4 1.110
15 H 0.1496 -0.6868 0.7639  N5 1.023
16 H -3.0833 0.5051 0.7225  C3 1.120
17 H 1.6330 -2.0115 2.1958  C6 1.099
18 H 3.0582 -1.2654 1.4258  C6 1.074
19 H 1.9510 -0.2799 2.3120  C6 1.087
20 H 3.1755 -0.5878 -1.1472  C7 1.089
21 H 1.9537 -0.2593 -2.4340  C7 1.131
22 H 2.9660 1.1214 -1.7622  C7 1.165

DFT (ωB97M-V/def2-TZVPD) results for 2 unconnected molecules or ions with the total composition C5H9NO2.

Values from the calculation:
Total charge: 0
Energy above the lowest of the compared OMol25 structures with the same formula, charge and spin, eV: 5.957
Kohn-Sham gap (alpha / beta), eV: 7.94 / 7.95
Multiplicity: 1
Strongest force on any atom, Eh/bohr: 0.01010
HOMO level (alpha / beta), Ha: -0.281 / -0.281
Electronic energy, eV: -10910.6190

Each atom is followed by the atoms it is bonded to, with distances in Å.
Cartesian coordinates (Å):
1 C -1.4165 -0.7697 0.8029  O6 1.418, H12 1.085, H13 1.086
2 C 2.1445 0.4410 -1.2958  C4 1.502, H15 1.090, H16 1.094, H17 1.096
3 C 0.8067 -0.5137 0.6477  C4 1.352, N8 1.244
4 C 0.9119 0.2607 -0.4558  C2 1.502, C3 1.352, C5 1.419
5 C -0.3744 0.7298 -0.8290  C4 1.419, O7 1.340, H14 1.097
6 O -2.5977 0.0143 0.7632  C1 1.418, H9 0.963
7 O -0.9824 1.7285 -0.1747  C5 1.340, H10 0.982
8 N 1.2784 -1.4968 1.2462  C3 1.244, H11 1.018
9 H -2.7801 0.3455 1.6487  O6 0.963
10 H -1.9389 1.5190 -0.0971  O7 0.982
11 H 1.0258 -1.6208 2.2240  N8 1.018
12 H -1.5158 -1.6205 0.1365  C1 1.085
13 H -1.1858 -1.0640 1.8225  C1 1.086
14 H -0.7381 0.5720 -1.8519  C5 1.097
15 H 2.8589 -0.3668 -1.1346  C2 1.090
16 H 2.6460 1.3934 -1.0991  C2 1.094
17 H 1.8576 0.4479 -2.3536  C2 1.096

DFT (ωB97M-V/def2-TZVPD) results for 2 unconnected molecules or ions with the total composition C2H4NO2S in a non-equilibrium geometry.

Values from the calculation:
Total charge: +1
Energy above the lowest of the compared OMol25 structures with the same formula, charge and spin, eV: 0.651
Kohn-Sham gap, eV: 11.55
Multiplicity: 1
Strongest force on any atom, Eh/bohr: 0.10545
HOMO level, Ha: -0.656
Electronic energy, eV: -18548.3809

Each atom is followed by the atoms it is bonded to, with distances in Å.
Cartesian coordinates (Å):
1 C 0.6733 -2.6623 -0.0582  N3 1.130, H7 1.146
2 C 0.4348 1.4948 0.0084  S6 1.719, H8 1.023, H9 1.175, H10 1.158
3 N 0.2059 -1.6444 0.0918  C1 1.130
4 O -1.6527 0.5688 -1.2063  S6 1.418
5 O -1.6809 0.1840 1.2137  S6 1.380
6 S -1.0333 0.6029 0.0689  C2 1.719, O4 1.418, O5 1.380
7 H 1.1093 -3.7174 -0.1588  C1 1.146
8 H 0.9539 1.0213 -0.7357  C2 1.023
9 H 0.1495 2.5880 -0.3146  C2 1.175
10 H 0.8403 1.5641 1.0908  C2 1.158

DFT (ωB97M-V/def2-TZVPD) results for C5H7N in the gas phase.

Values from the calculation:
Total charge: 0
Energy above the lowest of the compared OMol25 structures with the same formula, charge and spin, eV: 2.536
Kohn-Sham gap, eV: 9.36
Multiplicity: 1
SMILES: C#CC(=C)NC
Strongest force on any atom, Eh/bohr: 0.01028
HOMO level, Ha: -0.306
Electronic energy, eV: -6785.9769

Each atom is followed by the atoms it is bonded to, with distances in Å.
Cartesian coordinates (Å):
1 C -1.2215 0.8302 -1.2220  N4 1.449, H7 1.094, H8 1.102, H9 1.095
2 C 0.1225 -0.2952 0.4700  C3 1.344, N4 1.398, C5 1.444
3 C -0.4291 0.3005 1.5407  C2 1.344, H10 1.086, H11 1.084
4 N -0.4368 -0.3162 -0.8115  C1 1.449, C2 1.398, H12 1.009
5 C 1.4033 -0.9566 0.5507  C2 1.444, C6 1.205
6 C 2.4909 -1.4747 0.5148  C5 1.205, H13 1.068
7 H -1.3256 0.8084 -2.3104  C1 1.094
8 H -0.7439 1.7759 -0.9204  C1 1.102
9 H -2.2230 0.8001 -0.7815  C1 1.095
10 H -1.3938 0.7945 1.4815  C3 1.086
11 H 0.0756 0.2843 2.4998  C3 1.084
12 H 0.2236 -0.6226 -1.5101  N4 1.009
13 H 3.4577 -1.9287 0.4985  C6 1.068

DFT (ωB97M-V/def2-TZVPD) results for 7 unconnected molecules or ions with the total composition C43H37IO27S in a non-equilibrium geometry.

Values from the calculation:
Total charge: 0
Kohn-Sham gap, eV: 7.51
Multiplicity: 1
SMILES: C[C@H](I)C[C@@H]1CCCS(=O)(=O)O1.O=C1C=C(O)C(=O)C=C1O.O=C1C=C(O)C(=O)C=C1O.O=C1C=C(O)C(=O)C=C1O.O=C1C=C(O)C(=O)C=C1O.O=C1C=C(O)C(=O)C=C1O.O=C1C=C(O)C(=O)C=C1O
Strongest force on any atom, Eh/bohr: 0.03528
HOMO level, Ha: -0.342
Electronic energy, eV: -119405.3006

Each atom is followed by the atoms it is bonded to, with distances in Å.
Cartesian coordinates (Å):
1 C -1.2547 -2.0378 -1.8745  C2 1.531, H13 1.087, H14 1.080, H15 1.082
2 C -0.8604 -2.7511 -0.5786  C1 1.531, I3 2.174, C4 1.526, H16 1.092
3 I -1.5655 -1.7149 1.1983  C2 2.174
4 C 0.6211 -3.1009 -0.4740  C2 1.526, C5 1.546, H17 1.081, H18 1.086
5 C 1.6368 -1.9669 -0.7409  C4 1.546, C6 1.531, O12 1.433, H19 1.088
6 C 2.8768 -2.2469 0.1129  C5 1.531, C7 1.537, H20 1.084, H21 1.087
7 C 3.8068 -1.0350 0.2858  C6 1.537, C8 1.526, H22 1.080, H23 1.078
8 C 3.8313 -0.2567 -1.0270  C7 1.526, S9 1.800, H24 1.079, H25 1.083
9 S 2.1628 0.3695 -1.2804  C8 1.800, O10 1.416, O11 1.423, O12 1.618
10 O 2.1053 1.5876 -0.5599  S9 1.416
11 O 1.9648 0.4599 -2.6871  S9 1.423
12 O 1.1335 -0.6392 -0.5452  C5 1.433, S9 1.618
13 H -0.3832 -1.8004 -2.4798  C1 1.087
14 H -1.7905 -1.1427 -1.5966  C1 1.080
15 H -1.9564 -2.6247 -2.4531  C1 1.082
16 H -1.3837 -3.7092 -0.5586  C2 1.092
17 H 0.8108 -3.4972 0.5143  C4 1.081
18 H 0.8357 -3.8808 -1.1985  C4 1.086
19 H 1.9514 -2.0655 -1.7782  C5 1.088
20 H 2.6242 -2.6166 1.0999  C6 1.084
21 H 3.3878 -3.0591 -0.3972  C6 1.087
22 H 3.4127 -0.3664 1.0370  C7 1.080
23 H 4.7790 -1.4265 0.5372  C7 1.078
24 H 4.5414 0.5551 -1.0287  C8 1.079
25 H 4.1340 -0.9346 -1.8148  C8 1.083
26 C 7.9636 -0.9430 5.0898  C27 1.340, C32 1.454, H36 1.080
27 C 6.9487 -0.2673 4.5340  C26 1.340, C28 1.502, O35 1.324
28 C 5.9856 -0.9265 3.5883  C27 1.502, O29 1.216, C30 1.454
29 O 5.0740 -0.2644 3.1314  C28 1.216
30 C 6.1944 -2.3281 3.2615  C28 1.454, C31 1.339, H37 1.081
31 C 7.2110 -3.0023 3.8147  C30 1.339, C32 1.502, O34 1.323
32 C 8.1587 -2.3500 4.7812  C26 1.454, C31 1.502, O33 1.215
33 O 9.0489 -3.0227 5.2610  C32 1.215
34 O 7.4437 -4.2772 3.5480  C31 1.323, H38 0.976
35 O 6.7326 1.0147 4.7827  C27 1.324, H39 0.976
36 H 8.6612 -0.4801 5.7727  C26 1.080
37 H 5.5055 -2.7887 2.5677  C30 1.081
38 H 8.2285 -4.5191 4.0754  O34 0.976
39 H 5.9445 1.2613 4.2632  O35 0.976
40 C 4.1442 6.3753 2.2926  C41 1.337, C46 1.453, H50 1.081
41 C 3.2244 7.2278 1.8294  C40 1.337, C42 1.502, O49 1.326
42 C 2.1551 6.7934 0.8681  C41 1.502, O43 1.217, C44 1.452
43 O 1.3429 7.6230 0.5042  C42 1.217
44 C 2.1486 5.4129 0.4194  C42 1.452, C45 1.341, H51 1.080
45 C 3.0731 4.5569 0.8796  C44 1.341, C46 1.505, O48 1.321
46 C 4.1276 4.9876 1.8626  C40 1.453, C45 1.505, O47 1.217
47 O 4.9283 4.1613 2.2577  C46 1.217
48 O 3.1245 3.2909 0.5064  C45 1.321, H52 0.975
49 O 3.1963 8.5042 2.1867  C41 1.326, H53 0.976
50 H 4.9167 6.6767 2.9856  C40 1.081
51 H 1.3847 5.1179 -0.2849  C44 1.080
52 H 3.8857 2.9234 0.9918  O48 0.975
53 H 2.4374 8.8936 1.7133  O49 0.976
54 C -6.3588 5.9441 -0.3779  C55 1.338, C60 1.453, H64 1.081
55 C -6.3511 7.1852 -0.8791  C54 1.338, C56 1.502, O63 1.324
56 C -5.1018 7.8017 -1.4399  C55 1.502, O57 1.216, C58 1.454
57 O -5.1674 8.9262 -1.8971  C56 1.216
58 C -3.8749 7.0230 -1.4034  C56 1.454, C59 1.339, H65 1.078
59 C -3.8827 5.7826 -0.8978  C58 1.339, C60 1.498, O62 1.327
60 C -5.1358 5.1596 -0.3636  C54 1.453, C59 1.498, O61 1.217
61 O -5.0821 4.0208 0.0624  C60 1.217
62 O -2.7914 5.0293 -0.8386  C59 1.327, H66 0.977
63 O -7.4365 7.9431 -0.9142  C55 1.324, H67 0.976
64 H -7.2515 5.4878 0.0258  C54 1.081
65 H -2.9800 7.4809 -1.7919  C58 1.078
66 H -3.0680 4.1838 -0.4344  O62 0.977
67 H -7.1577 8.7834 -1.3241  O63 0.976
68 C -5.3541 2.3669 2.6818  C69 1.338, C74 1.459, H78 1.084
69 C -6.3276 2.2953 3.5973  C68 1.338, C70 1.497, O77 1.328
70 C -6.2188 1.4172 4.8050  C69 1.497, O71 1.216, C72 1.453
71 O -7.1335 1.4117 5.6061  C70 1.216
72 C -5.0252 0.6031 4.9551  C70 1.453, C73 1.339, H79 1.081
73 C -4.0453 0.6678 4.0450  C72 1.339, C74 1.506, O76 1.328
74 C -4.1394 1.5748 2.8467  C68 1.459, C73 1.506, O75 1.216
75 O -3.2103 1.5990 2.0618  C74 1.216
76 O -2.9496 -0.0754 4.1537  C73 1.328, H80 0.975
77 O -7.4523 2.9940 3.4926  C69 1.328, H81 0.975
78 H -5.4389 2.9945 1.8027  C68 1.084
79 H -4.9691 -0.0435 5.8190  C72 1.081
80 H -2.3797 0.1511 3.3954  O76 0.975
81 H -7.9809 2.7615 4.2778  O77 0.975
82 C -3.6922 -7.1928 -0.0024  C83 1.340, C88 1.451, H92 1.081
83 C -3.6435 -8.4189 0.5362  C82 1.340, C84 1.502, O91 1.323
84 C -2.3819 -9.2346 0.5310  C83 1.502, O85 1.214, C86 1.456
85 O -2.3967 -10.3311 1.0515  C84 1.214
86 C -1.2010 -8.6682 -0.1048  C84 1.456, C87 1.338, H93 1.081
87 C -1.2533 -7.4454 -0.6448  C86 1.338, C88 1.501, O90 1.327
88 C -2.5071 -6.6211 -0.6149  C82 1.451, C87 1.501, O89 1.218
89 O -2.4811 -5.5077 -1.1079  C88 1.218
90 O -0.2066 -6.8844 -1.2380  C87 1.327, H94 0.975
91 O -4.6956 -8.9847 1.1040  C83 1.323, H95 0.976
92 H -4.5928 -6.5957 -0.0024  C82 1.081
93 H -0.3034 -9.2696 -0.1185  C86 1.081
94 H -0.5133 -6.0092 -1.5380  O90 0.975
95 H -4.3935 -9.8598 1.4114  O91 0.976
96 C 0.9941 -1.3136 -7.9908  C97 1.339, C102 1.456, H106 1.081
97 C -0.1717 -1.7316 -8.4987  C96 1.339, C98 1.501, O105 1.326
98 C -1.3992 -1.8765 -7.6466  C97 1.501, O99 1.216, C100 1.453
99 O -2.4314 -2.2437 -8.1745  C98 1.216
100 C -1.2904 -1.5744 -6.2296  C98 1.453, C101 1.341, H107 1.081
101 C -0.1232 -1.1580 -5.7166  C100 1.341, C102 1.504, O104 1.323
102 C 1.0994 -0.9879 -6.5755  C96 1.456, C101 1.504, O103 1.214
103 O 2.1242 -0.5925 -6.0593  C102 1.214
104 O 0.0203 -0.8740 -4.4324  C101 1.323, H108 0.982
105 O -0.3178 -2.0421 -9.7795  C97 1.326, H109 0.975
106 H 1.8826 -1.2044 -8.5959  C96 1.081
107 H -2.1766 -1.6985 -5.6235  C100 1.081
108 H 0.9537 -0.5901 -4.3210  O104 0.982
109 H -1.2502 -2.3096 -9.8812  O105 0.975

DFT (ωB97M-V/def2-TZVPD) results for 3 unconnected molecules or ions with the total composition C24H47N2O in a non-equilibrium geometry.

Values from the calculation:
Total charge: -1
Kohn-Sham gap, eV: 5.24
Multiplicity: 1
Strongest force on any atom, Eh/bohr: 0.02262
HOMO level, Ha: -0.100
Electronic energy, eV: -30678.2944

Each atom is followed by the atoms it is bonded to, with distances in Å.
Cartesian coordinates (Å):
1 C 1.9805 -1.5814 1.4826  C2 1.506, H16 1.090, H17 1.094, H18 1.091
2 C 1.6364 -0.2900 0.7893  C1 1.506, C3 1.393, C15 1.384
3 C 1.3256 -0.2637 -0.5684  C2 1.393, C4 1.388, H19 1.085
4 C 1.0134 0.9335 -1.1984  C3 1.388, C5 1.390, H20 1.083
5 C 1.0026 2.1426 -0.5135  C4 1.390, C6 1.508, C9 1.404
6 C 0.7171 3.4711 -1.1677  C5 1.508, C7 1.526, C8 1.540, H21 1.089
7 C 0.2234 3.3482 -2.6069  C6 1.526, H22 1.092, H23 1.091, H24 1.093
8 C 1.9559 4.3849 -1.1402  C6 1.540, H25 1.088, H26 1.091, H27 1.093
9 C 1.2822 2.1132 0.8618  C5 1.404, O10 1.346, C15 1.394
10 O 1.2897 3.2488 1.5848  C9 1.346, C11 1.559
11 C -0.0726 3.7212 2.1776  O10 1.559, N12 1.360, H28 1.100, H29 1.109
12 N -1.0874 2.8188 2.0986  C11 1.360, C13 1.425
13 C -2.2103 3.2034 1.3100  N12 1.425, N14 1.475, H30 1.112, H31 1.106
14 N -3.0245 2.0217 0.9671  C13 1.475, H32 1.012, H33 1.011
15 C 1.6029 0.9071 1.4831  C2 1.384, C9 1.394, H34 1.084
16 H 2.2685 -1.3952 2.5176  C1 1.090
17 H 2.8313 -2.0667 0.9964  C1 1.094
18 H 1.1387 -2.2746 1.4692  C1 1.091
19 H 1.3287 -1.1870 -1.1382  C3 1.085
20 H 0.7770 0.9081 -2.2547  C4 1.083
21 H -0.0627 3.9650 -0.5894  C6 1.089
22 H 0.9624 2.8321 -3.2239  C7 1.092
23 H -0.7312 2.8256 -2.6783  C7 1.091
24 H 0.0945 4.3466 -3.0328  C7 1.093
25 H 2.5967 4.1532 -0.2922  C8 1.088
26 H 1.6601 5.4327 -1.0664  C8 1.091
27 H 2.5353 4.2588 -2.0588  C8 1.093
28 H 0.2772 3.9713 3.1901  C11 1.100
29 H -0.2558 4.6748 1.6429  C11 1.109
30 H -1.9449 3.6978 0.3504  C13 1.112
31 H -2.8796 3.9219 1.8196  C13 1.106
32 H -2.6992 1.2760 1.5696  N14 1.012
33 H -2.8445 1.7461 0.0118  N14 1.011
34 H 1.8019 0.9319 2.5486  C15 1.084
35 C 7.2093 -5.6112 2.5398  C36 1.526, H41 1.091, H42 1.091, H43 1.092
36 C 6.9942 -5.8266 1.0449  C35 1.526, C37 1.528, H44 1.093, H45 1.094
37 C 7.7622 -4.8381 0.1690  C36 1.528, C38 1.530, H46 1.093, H47 1.095
38 C 7.3832 -3.3706 0.3779  C37 1.530, C39 1.527, H48 1.095, H49 1.093
39 C 5.9035 -3.0557 0.1665  C38 1.527, C40 1.525, H50 1.092, H51 1.094
40 C 5.4102 -3.3486 -1.2469  C39 1.525, H52 1.092, H53 1.090, H54 1.092
41 H 6.8539 -4.6313 2.8603  C35 1.091
42 H 6.6748 -6.3598 3.1260  C35 1.091
43 H 8.2696 -5.6818 2.7935  C35 1.092
44 H 5.9260 -5.7709 0.8194  C36 1.093
45 H 7.3065 -6.8406 0.7801  C36 1.094
46 H 7.6162 -5.1074 -0.8806  C37 1.093
47 H 8.8341 -4.9525 0.3625  C37 1.095
48 H 7.9771 -2.7584 -0.3082  C38 1.095
49 H 7.6727 -3.0574 1.3847  C38 1.093
50 H 5.7378 -1.9988 0.3869  C39 1.092
51 H 5.2951 -3.6104 0.8862  C39 1.094
52 H 5.9867 -2.7849 -1.9837  C40 1.092
53 H 4.3629 -3.0666 -1.3592  C40 1.090
54 H 5.4938 -4.4086 -1.4945  C40 1.092
55 C -9.7514 1.4341 -0.3838  C56 1.526, H61 1.090, H62 1.092, H63 1.092
56 C -8.9620 0.2479 -0.9290  C55 1.526, C57 1.528, H64 1.094, H65 1.094
57 C -7.7669 -0.1396 -0.0592  C56 1.528, C58 1.530, H66 1.094, H67 1.095
58 C -6.7066 0.9521 0.1021  C57 1.530, C59 1.526, H68 1.093, H69 1.093
59 C -6.1144 1.4687 -1.2057  C58 1.526, C60 1.526, H70 1.092, H71 1.095
60 C -5.3892 0.3944 -2.0103  C59 1.526, H72 1.092, H73 1.091, H74 1.093
61 H -9.1386 2.3349 -0.3369  C55 1.090
62 H -10.6157 1.6562 -1.0124  C55 1.092
63 H -10.1154 1.2265 0.6250  C55 1.092
64 H -8.6242 0.4723 -1.9447  C56 1.094
65 H -9.6280 -0.6160 -1.0151  C56 1.094
66 H -7.3055 -1.0398 -0.4750  C57 1.094
67 H -8.1304 -0.4209 0.9350  C57 1.095
68 H -5.8921 0.5702 0.7225  C58 1.093
69 H -7.1256 1.7948 0.6580  C58 1.093
70 H -5.4074 2.2633 -0.9593  C59 1.092
71 H -6.8942 1.9259 -1.8243  C59 1.095
72 H -4.5918 -0.0551 -1.4150  C60 1.092
73 H -4.9357 0.8161 -2.9089  C60 1.091
74 H -6.0641 -0.4037 -2.3283  C60 1.093